Entry P
Entry from the OMol25 dataset: 2 unconnected molecules or ions with the total composition C3H5IN2 (ωB97M-V/def2-TZVPD).

```
11
Properties=species:S:1:pos:R:3
C -1.48 0.36 1.54
C -0.93 0.52 0.35
C -0.48 1.66 -0.31
N -0.05 2.48 -0.98
H -1.80 -0.57 1.94
H -1.81 1.21 2.05
H -0.75 -0.37 -0.20
N 1.73 -1.63 -1.38
I 2.61 -1.23 0.42
H 2.23 -1.17 -2.16
H 0.74 -1.27 -1.27
```

HOMO-LUMO gap: 8.86 eV
SMILES: C=CC#N.NI
LUMO energy: -0.21 eV
E_HOMO: -0.33317 hartree

---

Entry Q
Entry from the OMol25 dataset: a single C3H5IN2 molecule (ωB97M-V/def2-TZVPD).

```
11
Properties=species:S:1:pos:R:3
I 1.01 -2.74 1.10
N 0.80 -0.89 0.35
C -0.52 -0.73 -0.77
C -0.97 0.64 -0.22
N -0.52 0.96 0.89
C 0.55 0.21 1.39
H -1.05 -1.68 -0.74
H -0.23 -0.75 -1.84
H -1.74 1.24 -0.74
H 1.54 0.68 1.45
H 0.25 -0.08 2.49
```

HOMO-LUMO gap: 8.72 eV
SMILES: IN1CC=NC1
LUMO energy: 0.18 eV
E_HOMO: -0.31371 hartree

---

Least stable structure among those shown: entry Q.